# 1
Below is C27H42F6HgN5O6P2S2 as an isolated structure, with properties calculated with wB97M-V/def2-TZVPD.

- Spin multiplicity: 2
- Energy relative to the best compared isomer or geometry (same formula, charge and spin): 0.0 kcal/mol
- ⟨S²⟩: 0.755

Cartesian coordinates (Å):
Hg  -16.525  0.562  -12.381
O  -14.685  -8.171  -10.732
C  -15.655  -7.262  -11.077
O  -16.444  -7.558  -11.942
C  -15.661  -5.845  -10.464
C  -14.625  -5.311  -9.741
C  -14.804  -4.100  -9.073
C  -16.001  -3.367  -9.175
C  -17.052  -3.928  -9.938
C  -16.900  -5.159  -10.569
N  -16.235  -2.102  -8.618
C  -15.376  -1.576  -7.818
C  -15.606  -0.297  -7.098
C  -15.752  -0.267  -5.687
C  -16.019  1.007  -5.127
C  -15.910  2.109  -5.943
C  -15.726  1.950  -7.311
N  -15.558  0.750  -7.867
H  -14.162  -7.887  -9.982
H  -13.693  -5.842  -9.708
H  -14.034  -3.698  -8.415
H  -17.958  -3.352  -10.028
H  -17.715  -5.601  -11.196
H  -14.376  -2.034  -7.703
H  -15.612  -1.209  -5.147
H  -16.333  1.122  -4.090
H  -16.134  3.087  -5.501
H  -15.701  2.772  -7.991
F  -20.927  -2.049  -17.080
C  -19.657  -1.678  -16.925
F  -18.968  -1.908  -18.092
F  -19.571  -0.388  -16.583
S  -18.863  -2.721  -15.548
O  -17.845  -1.886  -14.962
O  -18.394  -3.914  -16.238
N  -20.102  -3.106  -14.704
S  -20.512  -3.350  -13.215
O  -19.559  -2.735  -12.266
O  -21.028  -4.612  -12.846
C  -22.117  -2.277  -13.292
F  -22.625  -2.041  -12.052
F  -21.673  -1.135  -13.840
F  -23.003  -2.821  -14.097
C  -19.156  1.254  -13.483
N  -18.834  1.164  -12.021
C  -18.760  2.500  -11.454
C  -19.779  0.276  -11.335
C  -19.502  0.068  -9.824
N  -20.413  0.797  -8.915
C  -19.955  0.729  -7.530
C  -21.877  0.678  -9.071
H  -20.161  1.695  -13.679
H  -19.186  0.260  -13.931
H  -18.411  1.846  -13.987
H  -19.730  3.032  -11.501
H  -17.987  3.092  -11.963
H  -18.485  2.510  -10.409
H  -19.778  -0.737  -11.796
H  -20.799  0.699  -11.428
H  -18.427  0.289  -9.642
H  -19.641  -1.010  -9.674
H  -20.604  1.284  -6.829
H  -18.951  1.151  -7.388
H  -19.946  -0.289  -7.099
H  -22.246  1.254  -9.977
H  -22.310  1.073  -8.143
H  -22.234  -0.391  -9.172
C  -13.816  0.978  -14.567
P  -14.308  0.062  -13.034
C  -14.186  -1.718  -13.401
C  -13.007  0.291  -11.712
C  -12.169  1.622  -11.860
P  -13.141  3.061  -11.169
C  -12.275  3.200  -9.571
C  -12.490  4.379  -12.229
H  -12.757  1.154  -14.506
H  -14.435  1.875  -14.645
H  -14.016  0.334  -15.417
H  -13.235  -1.792  -13.956
H  -15.012  -1.975  -14.082
H  -14.246  -2.381  -12.572
H  -12.310  -0.592  -11.568
H  -13.618  0.303  -10.801
H  -11.897  1.705  -12.935
H  -11.257  1.502  -11.248
H  -11.135  3.078  -9.706
H  -12.643  2.466  -8.891
H  -12.404  4.197  -9.170
H  -11.423  4.304  -12.352
H  -12.747  5.312  -11.735
H  -13.057  4.402  -13.189

Atomic partial charges in e from the Mulliken method, atoms 1 to 4: atom 1 (Hg): 0.14, atom 2 (O): -0.48, atom 3 (C): 0.47, atom 4 (O): -0.51



# 2
Below is C27H43Al2CaF6I2MgNO13P2S as an isolated structure, with properties calculated with wB97M-V/def2-TZVPD.

- Energy: -155773.258 eV
- Charge: +2

Cartesian coordinates (Å):
C  1.811  0.500  1.789
C  2.698  0.410  0.558
C  3.126  -1.013  0.169
C  4.311  -1.491  1.048
C  4.325  -3.011  1.298
C  3.265  -3.320  2.345
C  2.889  -4.812  2.484
C  1.556  -5.112  3.194
N  0.374  -4.787  2.383
C  0.451  -4.362  1.188
C  -0.867  -4.058  0.582
C  -1.786  -4.968  1.472
P  -3.449  -4.234  1.241
O  -3.479  -2.857  2.049
O  -3.399  -3.823  -0.298
S  -4.907  -5.424  1.526
C  -1.119  -4.898  2.849
C  -1.425  -3.691  3.724
I  -0.135  -1.975  3.673
C  -2.493  -3.583  4.538
C  -3.529  -4.641  4.682
I  -2.883  -1.895  5.736
P  -1.257  -6.648  3.660
C  -0.268  -7.777  2.610
O  -0.468  -6.587  5.064
H  0.775  0.129  1.550
H  1.736  1.533  2.182
H  2.241  -0.124  2.572
H  2.183  0.923  -0.253
H  3.593  0.990  0.794
H  2.243  -1.647  0.275
H  3.412  -1.026  -0.883
H  4.257  -0.938  1.987
H  5.242  -1.181  0.499
H  4.107  -3.499  0.350
H  5.311  -3.293  1.657
H  2.372  -2.775  2.021
H  3.631  -2.881  3.313
H  2.897  -5.246  1.487
H  3.692  -5.315  3.019
H  1.503  -4.525  4.117
H  1.566  -6.144  3.522
H  1.331  -4.210  0.580
H  -0.978  -4.212  -0.481
H  -1.046  -3.021  0.889
H  -1.826  -5.919  0.950
H  -3.701  -2.129  1.437
H  -4.145  -3.209  -0.479
H  -3.526  -5.385  3.896
H  -4.501  -4.150  4.655
H  -3.471  -5.136  5.651
H  -0.751  -8.745  2.690
H  -0.252  -7.441  1.578
H  0.750  -7.903  2.977
H  -0.873  -5.944  5.655
F  3.047  1.911  3.355
C  0.245  4.245  -0.027
C  0.494  4.126  1.357
C  1.619  4.976  1.903
O  1.906  5.043  3.070
C  2.397  5.746  0.936
C  2.156  5.849  -0.496
C  0.951  5.067  -0.999
O  0.595  5.083  -2.145
O  2.839  6.490  -1.249
O  -0.106  3.398  2.156
H  -0.557  3.660  -0.468
H  3.239  6.284  1.371
Al  2.474  -2.291  4.650
O  -3.173  7.169  -7.230
C  -2.139  7.071  -6.611
O  -2.156  6.627  -5.357
C  -0.914  6.313  -4.698
C  -0.320  7.542  -4.044
C  -0.820  7.503  -7.198
H  -0.224  5.826  -5.388
H  -1.159  5.573  -3.939
H  -0.080  8.311  -4.777
H  0.592  7.279  -3.511
H  -1.029  7.982  -3.341
H  -0.693  8.577  -7.071
H  -0.825  7.269  -8.258
H  0.027  6.972  -6.769
O  -5.120  9.113  -6.212
H  -5.787  9.036  -6.901
H  -4.374  8.595  -6.543
F  0.223  -8.258  6.610
F  1.543  6.234  -8.325
Al  2.209  4.685  -8.005
F  1.574  4.137  -6.514
F  3.884  4.811  -7.910
F  1.771  3.629  -9.237
Ca  -0.928  0.587  2.147
C  -5.828  -1.174  -0.022
O  -6.452  -2.224  0.229
O  -6.556  -0.172  -0.602
O  -4.614  -0.936  0.198
H  -7.424  -0.604  -0.657
Mg  6.146  0.157  -0.557

Atomic partial charges in e from the Mulliken method, atoms 1 to 4: atom 1 (C): -0.82, atom 2 (C): -0.74, atom 3 (C): -0.10, atom 4 (C): 0.71



# 3
Below is C27H43ClF6N5O2PSi2Zr as an isolated structure, with properties calculated with wB97M-V/def2-TZVPD.

- Spin multiplicity: 2
- Energy relative to the best compared isomer or geometry (same formula, charge and spin): 22.6 kcal/mol
- ⟨S²⟩: 0.753
- Charge: +1

Cartesian coordinates (Å):
Zr  1.077  -0.915  -1.048
C  -1.291  -1.851  1.328
C  -2.025  -2.298  0.085
N  -1.599  -1.382  -0.962
C  -1.946  -1.766  -2.321
C  -1.020  -2.866  -2.756
C  -1.377  -3.808  -3.699
C  -0.495  -4.840  -3.979
C  0.684  -4.927  -3.264
C  0.976  -3.943  -2.333
C  2.211  -4.040  -1.490
N  2.294  -2.967  -0.478
C  2.098  -3.422  0.909
C  0.640  -3.302  1.269
N  0.170  -1.908  1.081
N  0.163  -2.903  -2.120
H  -1.558  -2.461  2.196
H  -1.563  -0.817  1.554
H  -3.107  -2.268  0.251
H  -1.770  -3.323  -0.190
H  -2.009  -0.475  -0.752
H  -1.828  -0.891  -2.966
H  -2.983  -2.103  -2.422
H  -2.337  -3.738  -4.191
H  -0.743  -5.587  -4.722
H  1.375  -5.745  -3.414
H  3.086  -3.985  -2.137
H  2.228  -5.020  -1.007
H  3.236  -2.596  -0.561
H  2.701  -2.799  1.567
H  2.446  -4.449  1.046
H  0.467  -3.623  2.300
H  0.046  -3.946  0.620
H  0.611  -1.346  1.807
Cl  1.995  1.230  0.234
C  2.673  -0.410  0.450
H  2.631  -0.640  1.509
H  3.695  -0.419  0.075
F  2.509  -1.570  -2.500
P  4.329  -1.259  -3.036
F  4.208  -2.734  -3.625
F  5.820  -1.050  -3.422
F  4.663  -1.920  -1.588
F  4.142  0.134  -2.296
F  3.705  -0.669  -4.351
C  0.395  -0.469  4.337
Si  -0.819  0.982  4.276
C  -0.450  2.115  5.713
C  -2.554  0.295  4.481
C  -0.675  1.853  2.641
Si  -0.813  3.684  2.317
C  -0.383  4.097  0.531
C  0.343  4.655  3.424
C  -2.587  4.185  2.664
H  0.565  -0.767  5.375
H  1.369  -0.206  3.918
H  -0.001  -1.352  3.827
H  -0.548  1.555  6.647
H  -1.152  2.949  5.758
H  0.562  2.520  5.673
H  -2.632  -0.279  5.408
H  -2.843  -0.360  3.656
H  -3.283  1.105  4.527
H  -0.640  1.187  1.773
H  0.141  3.289  0.022
H  0.259  4.980  0.492
H  -1.283  4.329  -0.041
H  1.380  4.337  3.301
H  0.086  4.578  4.479
H  0.290  5.711  3.147
H  -3.274  3.639  2.015
H  -2.724  5.254  2.484
H  -2.862  3.987  3.702
O  1.287  0.563  -2.790
C  0.272  1.253  -2.546
N  -0.455  0.865  -1.493
C  -1.581  1.668  -1.404
O  -2.487  1.508  -0.612
C  -1.485  2.692  -2.503
C  -2.321  3.726  -2.851
C  -1.943  4.509  -3.944
C  -0.776  4.247  -4.652
C  0.061  3.189  -4.300
C  -0.319  2.427  -3.216
H  -3.228  3.924  -2.295
H  -2.569  5.337  -4.247
H  -0.515  4.876  -5.492
H  0.968  2.978  -4.851

Atomic partial charges in e from the Mulliken method, atoms 1 to 4: atom 1 (Zr): 0.30, atom 2 (C): -0.45, atom 3 (C): -1.45, atom 4 (N): 0.20



# 4
Below is C27H43F5N7NiOP as an isolated structure, with properties calculated with wB97M-V/def2-TZVPD.

- Spin multiplicity: 3
- Energy relative to the best compared isomer or geometry (same formula, charge and spin): 0.0 kcal/mol
- ⟨S²⟩: 2.012

Cartesian coordinates (Å):
Ni  -1.183  0.086  -0.599
F  -4.209  0.532  -0.440
C  -2.946  1.073  -0.482
F  -2.916  1.936  0.600
C  -2.914  1.976  -1.745
F  -1.657  1.952  -2.306
F  -3.742  1.517  -2.706
F  -3.194  3.269  -1.551
C  -0.525  -2.571  -1.768
N  -0.695  -3.711  -2.655
C  -0.568  -3.247  -4.038
N  -1.557  -2.218  -4.358
C  -1.373  -1.091  -3.454
N  -1.517  -1.496  -2.031
C  -2.869  -2.096  -1.863
N  -3.067  -3.230  -2.753
C  -2.050  -4.240  -2.464
C  -2.894  -2.777  -4.134
H  0.482  -2.169  -1.906
H  -0.646  -2.900  -0.734
H  -0.700  -4.095  -4.713
H  0.434  -2.837  -4.185
H  -2.117  -0.333  -3.691
H  -0.375  -0.672  -3.601
H  -3.620  -1.333  -2.073
H  -2.973  -2.416  -0.825
H  -2.193  -5.098  -3.122
H  -2.157  -4.565  -1.427
H  -3.641  -2.012  -4.352
H  -3.040  -3.621  -4.811
O  0.095  1.703  -0.027
P  1.388  1.869  0.691
N  2.472  0.726  0.183
C  3.910  0.758  0.491
C  4.573  0.023  -0.682
C  3.444  -0.851  -1.240
C  2.244  0.074  -1.117
N  2.111  3.350  0.404
C  2.410  3.697  -0.992
C  2.871  5.142  -0.876
C  1.863  5.712  0.124
C  1.625  4.557  1.109
N  1.333  1.767  2.346
C  1.923  0.665  3.120
C  1.144  0.635  4.441
C  -0.174  1.352  4.139
C  0.217  2.384  3.083
H  4.098  0.227  1.427
H  4.270  1.782  0.606
H  5.437  -0.553  -0.359
H  4.900  0.733  -1.444
H  3.308  -1.733  -0.612
H  3.619  -1.169  -2.267
H  1.282  -0.441  -1.116
H  2.237  0.793  -1.946
H  1.520  3.629  -1.632
H  3.182  3.037  -1.394
H  2.875  5.664  -1.831
H  3.878  5.173  -0.453
H  0.934  5.958  -0.392
H  2.218  6.611  0.626
H  0.567  4.488  1.368
H  2.194  4.686  2.032
H  2.986  0.846  3.303
H  1.825  -0.282  2.585
H  1.696  1.172  5.215
H  0.980  -0.386  4.780
H  -0.604  1.830  5.019
H  -0.903  0.649  3.742
H  0.547  3.309  3.569
H  -0.608  2.627  2.409
C  -0.855  -0.832  1.254
C  -1.482  -1.907  1.984
C  -2.640  -1.682  2.754
C  -3.195  -2.683  3.529
C  -2.629  -3.953  3.559
C  -1.507  -4.208  2.781
C  -0.945  -3.209  2.006
H  0.200  -1.000  1.008
H  -1.070  0.158  1.649
H  -3.091  -0.695  2.730
H  -4.077  -2.474  4.122
H  -3.055  -4.730  4.180
H  -1.062  -5.196  2.786
H  -0.058  -3.419  1.416

Atomic partial charges in e from the Mulliken method, atoms 1 to 4: atom 1 (Ni): 2.18, atom 2 (F): -0.38, atom 3 (C): -0.09, atom 4 (F): -0.32



# 5
Below is a 7-piece molecular cluster, C27H43NO18 overall, with properties calculated with wB97M-V/def2-TZVPD.

- SMILES string: C[C@H]1COC(=O)O1.C[C@H]1COC(=O)O1.C[C@H]1COC(=O)O1.C[C@H]1COC(=O)O1.C[C@H]1COC(=O)O1.COC(=O)OC.CCCC#N
- Energy relative to the best compared isomer or geometry (same formula, charge and spin): 0.0 kcal/mol

Cartesian coordinates (Å):
C  1.971  -6.142  0.156
C  2.947  -5.266  -0.708
C  3.235  -3.844  -0.144
O  4.642  -3.814  -0.060
C  5.123  -4.961  -0.466
O  6.340  -5.334  -0.484
O  4.227  -5.845  -0.723
H  2.430  -6.301  1.114
H  1.655  -7.090  -0.159
H  1.048  -5.663  0.408
H  2.527  -5.177  -1.744
H  2.814  -3.629  0.750
H  2.850  -3.030  -0.803
C  4.548  -1.616  -2.442
C  3.750  -0.820  -3.456
C  2.264  -0.976  -3.260
O  1.825  0.251  -2.729
C  2.781  1.170  -2.810
O  2.676  2.338  -2.529
O  3.886  0.564  -3.315
H  4.270  -1.334  -1.443
H  5.624  -1.428  -2.493
H  4.459  -2.670  -2.609
H  4.100  -1.092  -4.456
H  2.052  -1.880  -2.614
H  1.802  -1.158  -4.240
C  -2.295  -0.803  0.211
C  -0.997  -1.362  -0.417
C  -0.071  -2.070  0.534
O  0.152  -3.258  -0.177
C  -0.516  -3.348  -1.247
O  -0.597  -4.322  -1.931
O  -1.319  -2.352  -1.344
H  -2.897  -1.606  0.676
H  -2.834  -0.411  -0.582
H  -2.047  -0.052  0.923
H  -0.486  -0.629  -1.031
H  -0.613  -2.222  1.452
H  0.912  -1.592  0.725
C  -4.833  4.239  -0.596
C  -4.809  3.293  0.630
C  -3.832  2.124  0.496
O  -2.932  2.339  1.568
C  -3.212  3.438  2.252
O  -2.491  3.822  3.184
O  -4.352  3.984  1.756
H  -5.330  5.162  -0.530
H  -5.214  3.690  -1.428
H  -3.818  4.549  -0.875
H  -5.814  3.003  0.886
H  -3.353  2.269  -0.479
H  -4.342  1.202  0.722
C  -1.928  1.878  6.182
C  -2.076  0.909  4.963
C  -0.937  0.962  3.883
O  -1.027  -0.365  3.422
C  -1.533  -1.147  4.320
O  -1.427  -2.400  4.301
O  -2.110  -0.418  5.308
H  -0.979  1.773  6.616
H  -2.690  1.783  6.899
H  -2.051  2.880  5.828
H  -3.132  1.095  4.618
H  0.061  1.116  4.225
H  -1.054  1.652  3.035
C  -1.128  4.227  -2.604
O  -0.775  3.132  -3.444
C  -1.012  1.859  -3.096
O  -1.449  1.539  -1.872
O  -1.060  1.020  -4.099
C  -1.437  -0.300  -3.866
H  -1.045  4.050  -1.558
H  -2.131  4.682  -2.840
H  -0.520  5.057  -2.849
H  -1.519  -0.825  -4.790
H  -2.431  -0.333  -3.474
H  -0.738  -0.827  -3.279
C  0.397  3.004  0.790
C  1.094  1.717  0.537
C  2.517  1.627  1.068
C  3.019  0.318  0.918
N  3.415  -0.761  0.854
H  0.708  3.388  1.786
H  -0.668  2.879  0.813
H  0.556  3.809  0.114
H  0.994  1.627  -0.525
H  0.494  0.878  0.999
H  2.500  1.834  2.165
H  3.177  2.330  0.576

Atomic partial charges in e from the Mulliken method, atoms 1 to 4: atom 1 (C): -1.46, atom 2 (C): 0.64, atom 3 (C): 0.62, atom 4 (O): -0.34